{
  "formula": "C4H19N2O6",
  "method": "ωB97M-V/def2-TZVPD",
  "fmax_ev_per_a": 1.070,
  "charge": 1,
  "gap_ev": 10.6,
  "multiplicity": 1,
  "elements": ["N", "C", "C", "O", "C", "N", "C", "O", "H", "H", "H", "H", "H", "H", "H", "H", "H", "H", "H", "H", "H", "O", "H", "H", "O", "H", "H", "O", "H", "H", "O"],
  "coordinates": [[-1.649, -0.357, -1.587], [-0.322, -0.441, -0.933], [-0.497, -1.298, 0.338], [-1.614, -0.775, 1.044], [0.590, -1.123, -1.950], [1.918, -0.942, -1.893], [2.622, -0.108, -0.929], [0.051, -1.839, -2.786], [-1.738, 0.469, -2.197], [-2.375, -0.303, -0.867], [-1.736, -1.212, -2.151], [0.024, 0.541, -0.621], [-0.802, -2.317, 0.080], [0.393, -1.372, 0.956], [-1.335, -0.078, 1.646], [2.438, -1.439, -2.594], [3.670, -0.046, -1.213], [2.540, -0.579, 0.056], [2.220, 0.899, -0.854], [1.416, 0.647, 1.956], [0.096, 1.517, 2.056], [0.770, 1.180, 1.420], [-1.354, 1.558, 4.158], [-1.659, 2.679, 3.153], [-1.295, 1.796, 3.228], [3.198, -1.066, 2.714], [2.177, -0.730, 3.868], [2.293, -0.731, 2.901], [-3.590, 1.421, -3.632], [-3.292, 2.488, -2.587], [-3.157, 1.561, -2.779]],
  "mulliken_charge": [-0.1603, -0.1657, -0.5464, -0.5911, 0.3358, -0.1378, -0.7214, -0.6867, 0.4009, 0.3552, 0.3659, 0.5098, 0.4501, 0.1592, 0.3240, 0.2907, 0.3832, 0.1525, 0.2966, 0.3752, 0.2993, -0.5878, 0.2959, 0.2904, -0.6165, 0.3081, 0.2685, -0.6177, 0.2984, 0.3025, -0.6308]
}

{
  "formula": "C3H7NO3",
  "method": "ωB97M-V/def2-TZVPD",
  "fmax_ev_per_a": 4.801,
  "gap_ev": 10.6,
  "multiplicity": 1,
  "smiles": "N[C@H](CO)C(=O)O",
  "elements": ["O", "C", "O", "C", "C", "O", "N", "H", "H", "H", "H", "H", "H", "H"],
  "coordinates": [[0.955, -1.878, 0.344], [0.333, -0.960, 0.821], [-0.456, -0.978, 1.981], [0.150, 0.372, 0.034], [-0.341, 0.224, -1.426], [0.340, 1.260, -2.254], [-0.628, 1.381, 0.831], [-1.033, -0.300, 2.280], [1.114, 0.924, -0.273], [-0.138, -0.817, -1.744], [-1.448, 0.326, -1.651], [0.046, 1.312, -3.124], [-1.502, 1.576, 0.440], [-0.210, 2.258, 1.125]],
  "mulliken_charge": [-0.5071, 0.3442, -0.5292, 0.4648, -0.5018, -0.5243, -0.6235, 0.3884, 0.1924, 0.3164, 0.2963, 0.2856, 0.1883, 0.2095]
}